1.
Molecular formula: C2H2O3S
Method: DFT, ωB97M-V with the def2-TZVPD basis set

Last column: Löwdin charge in e.
Geometry (Å):
C (-0.68798, 0.39913, 0.00025)  -0.792
C (0.67703, -0.32787, -0.01580)  -0.535
H (0.45847, 1.83364, -0.00722)  0.121
H (-0.21306, -1.94543, -0.03008)  0.074
O (-0.51333, 1.69447, 0.02701)  0.059
O (0.70917, -1.62405, 0.03320)  0.142
O (1.65735, 0.38151, -0.00777)  0.118
S (-2.08766, -0.41139, 0.00039)  0.813

As for the SMILES: O=C(O)C(O)=S. The energy above the lowest of the compared OMol25 structures with the same formula, charge and spin comes out at 0.295 eV. As for the total charge: 0. Its total energy is -701.329563 a.u. For the HOMO-LUMO gap, the calculation gives 8.89 eV. The HOMO energy is -9.853 eV.

2.
Molecular formula: C2H2O3S
Method: DFT, ωB97M-V with the def2-TZVPD basis set

Last column: Löwdin charge in e.
Geometry (Å):
C (-0.47907, 0.98538, 0.01100)  -0.667
C (0.80677, 0.17709, -0.10681)  -0.414
H (-1.43134, -1.04238, -0.78967)  -0.049
H (1.21500, -1.97150, 0.34392)  0.227
O (-0.34745, 2.12974, 0.55370)  0.015
O (0.48472, -1.13000, 0.61509)  -0.122
O (1.76962, 0.75681, -0.48926)  0.170
S (-2.01826, 0.09485, -0.13798)  0.840

As for the SMILES: O=C(O)C(=O)S. The energy above the lowest of the compared OMol25 structures with the same formula, charge and spin comes out at 2.409 eV. As for the total charge: 0. Its total energy is -701.251870 a.u. For the HOMO-LUMO gap, the calculation gives 9.85 eV. The HOMO energy is -10.412 eV.

3.
Molecular formula: C2H2O3S
Method: DFT, ωB97M-V with the def2-TZVPD basis set

Last column: Löwdin charge in e.
Geometry (Å):
C (1.10081, -1.35425, -0.02982)  -0.168
C (-1.10648, 0.27053, -0.19124)  -0.131
O (-0.14654, 0.85276, -0.82438)  -0.336
O (1.73826, 0.80876, 1.12958)  -0.483
O (-0.06848, -1.45511, 0.13620)  -0.039
S (1.61226, 0.49653, -0.28653)  0.941
H (-1.71984, -0.35739, -0.75610)  0.076
H (-1.40998, 0.73817, 0.82230)  0.140

Its expectation value of S² is 2.026. The energy above the lowest of the compared OMol25 structures with the same formula, charge and spin comes out at 1.635 eV. As for the multiplicity: 3. As for the total charge: 0. Its total energy is -701.098094 a.u. For the HOMO-LUMO gap (alpha / beta), the calculation gives 6.86 / 8.82 eV. The HOMO energy (alpha / beta) is -6.812 / -11.054 eV.

4.
Molecular formula: C2H2O4
Method: DFT, ωB97M-V with the def2-TZVPD basis set

Last column: Löwdin charge in e.
Geometry (Å):
C (1.21498, -0.07687, 0.11309)  -0.556
C (-1.09248, -0.42696, -0.02860)  -0.168
O (0.25579, -0.96806, 0.43304)  0.079
O (0.54829, 1.00696, -0.52444)  0.047
O (2.37687, -0.25708, 0.04585)  0.193
O (-1.68695, 0.45813, 0.48828)  0.131
H (-0.07386, 1.55052, 0.00575)  0.116
H (-1.54266, -1.28665, -0.53296)  0.159

As for the SMILES: O=COC(=O)O. The energy above the lowest of the compared OMol25 structures with the same formula, charge and spin comes out at 2.004 eV. As for the total charge: 0. Its total energy is -378.340587 a.u. For the HOMO-LUMO gap, the calculation gives 11.50 eV. The HOMO energy is -11.623 eV.